Here is a molecular structure, C4H7N3 in a non-equilibrium geometry from the OMol25 dataset. Energies are from ωB97M-V with the def2-TZVPD basis set.

The geometry in ORCA input format:
```
! wB97M-V def2-TZVPD RIJCOSX def2/J DEFGRID3
* xyz 0 1
C 0.7758 -0.4658 -0.6251
N 1.9924 -0.5317 -1.2035
N -2.2514 -0.0196 0.1178
C -1.0139 -0.6775 0.2938
C 0.6208 1.3219 1.2422
N -0.3013 -1.1499 -0.9058
C 0.3109 0.2351 0.5604
H 2.0676 -1.0251 -2.0772
H 2.6588 0.1967 -1.0169
H -3.0372 -0.6565 0.1174
H -2.2274 0.6448 -0.6466
H -1.0986 -1.4449 1.0653
H 0.0047 1.6599 2.0604
H 1.4988 1.9127 1.0178
*
```

Its lowest unoccupied orbital energy is 0.914 eV. As for the energy relative to the best compared isomer or geometry (same formula, charge and spin): 32.8 kcal/mol. As for the HOMO-LUMO gap: 9.58 eV.

=====

Here is a molecular structure, C7H16NS in a non-equilibrium geometry from the OMol25 dataset. Energies are from ωB97M-V with the def2-TZVPD basis set.

The geometry in ORCA input format:
```
! wB97M-V def2-TZVPD RIJCOSX def2/J DEFGRID3
* xyz 1 1
C -0.5744 -0.4554 1.5556
C -0.5637 -0.0663 0.0857
C 2.5820 1.0628 1.2713
C 2.6484 -0.9575 -0.1440
C -2.3732 1.3727 -0.4507
C -2.0602 -0.7201 -1.7801
C 2.2835 0.3647 -0.0303
N -1.9439 -0.0190 -0.4839
S -0.1914 -1.8671 0.4140
H 0.3292 -0.0508 2.0486
H -1.4956 -0.7388 1.9901
H 1.9269 1.9346 1.3753
H 3.5498 1.4324 1.1639
H 2.5291 0.4193 2.1212
H 3.1752 -1.4355 0.6676
H 2.9328 -1.4123 -1.1577
H 1.3907 -1.6057 -0.0236
H -2.6208 1.6927 -1.4803
H -3.3643 1.4066 0.0219
H -1.5713 2.0931 -0.1411
H -1.0151 -0.6477 -2.2327
H -2.2413 -1.7094 -1.5346
H -2.8306 -0.2435 -2.4502
H 1.9752 0.7529 -0.9253
H -2.4771 -0.6029 0.1194
*
```

Its lowest unoccupied orbital energy is -3.567 eV. As for the energy relative to the best compared isomer or geometry (same formula, charge and spin): 132.0 kcal/mol. As for the HOMO-LUMO gap: 8.95 eV.

=====

Here is a molecular structure, C10H25HfInNO3 in a non-equilibrium geometry from the OMol25 dataset. Energies are from ωB97M-V with the def2-TZVPD basis set.

The geometry in ORCA input format:
```
! wB97M-V def2-TZVPD RIJCOSX def2/J DEFGRID3
* xyz 3 1
C -1.5058 2.4745 -0.5214
C -1.9811 2.6065 0.9418
In -2.1253 0.4201 1.5493
C -1.1044 0.0992 3.5174
C 0.2976 0.7153 3.7006
C 1.0098 1.0729 2.4064
O 1.1081 -0.2140 4.3948
O -1.6394 -0.9051 -0.0528
C -0.8051 -1.9059 0.0905
C -0.5353 -2.5298 -1.4653
N 0.6917 -2.0375 -1.9044
C 0.9053 -0.7156 -2.1627
C 1.7732 -0.4387 -3.6418
C 3.1177 -1.0872 -3.6004
O 1.0363 -0.8787 -4.6734
H -1.8936 1.5905 -1.0160
H -0.4272 2.3574 -0.5122
H -1.7778 3.3554 -1.0836
H -1.2143 3.1616 1.4740
H -2.9252 3.1408 0.9815
H -3.8599 0.1920 1.8895
H -1.7587 0.5099 4.3160
H -1.0897 -0.9585 3.7505
H 0.2692 1.5682 4.3743
H 1.3475 0.1566 1.9259
H 1.9116 1.6176 2.6595
H 0.4427 1.7140 1.7395
H 1.1347 -1.0344 3.9035
H 0.1535 -1.6198 0.5359
H -1.2064 -2.8117 0.5625
H -1.3331 -2.1642 -2.0990
H -0.5585 -3.6129 -1.4545
H 1.4179 -2.3852 -1.2713
H -0.0132 -0.1432 -2.2447
H 1.5736 -0.2888 -1.4170
H 1.8550 0.6486 -3.6710
H 3.0541 -2.1650 -3.5355
H 3.6137 -0.8109 -4.5254
H 3.7181 -0.7029 -2.7856
H 0.2169 -0.3833 -4.8029
Hf -2.8944 2.3921 3.7277
*
```

Its lowest unoccupied orbital energy is -14.174 eV. As for the HOMO-LUMO gap: 3.85 eV.

=====

Here is a molecular structure, C3H2CuO3 in a non-equilibrium geometry from the OMol25 dataset. Energies are from ωB97M-V with the def2-TZVPD basis set.

The geometry in ORCA input format:
```
! wB97M-V def2-TZVPD RIJCOSX def2/J DEFGRID3
* xyz 1 3
H -1.8984 -0.0192 1.0255
C -1.1452 0.9603 0.1666
C -1.3902 -0.3941 -0.1762
O -0.1212 -1.0339 -0.2005
C 0.7879 -0.1106 -0.0928
O 0.1936 1.0714 0.2405
O 1.9843 -0.2852 -0.0931
Cu 3.6207 0.4509 0.1565
H -2.0315 -0.6396 -1.0264
*
```

The expectation value of S² is 2.0012. Its lowest unoccupied orbital energy (alpha / beta) is -4.310 / -8.605 eV. As for the energy relative to the best compared isomer or geometry (same formula, charge and spin): 80.9 kcal/mol. As for the HOMO-LUMO gap (alpha / beta): 8.81 / 5.94 eV.

=====

Here is 9 unconnected molecules or ions with the total composition C32H86N12O9 in a non-equilibrium geometry from the OMol25 dataset. Energies are from ωB97M-V with the def2-TZVPD basis set.

The geometry in ORCA input format:
```
! wB97M-V def2-TZVPD RIJCOSX def2/J DEFGRID3
* xyz 0 1
C 2.3452 -4.7816 -3.3716
C 3.5443 -5.7141 -3.4201
C 3.2426 -6.9714 -2.5182
C 3.9048 -6.3014 -4.8298
C 4.6924 -5.3415 -5.7103
C 5.9809 -4.9020 -4.9713
C 5.6568 -4.2047 -3.6721
C 7.0160 -4.2648 -2.9733
C 5.1686 -2.7162 -3.7905
N 4.7595 -5.0349 -2.8216
O 4.6215 -4.6341 -1.5468
H 1.6930 -4.8635 -2.5021
H 2.6124 -3.7409 -3.5547
H 1.6022 -4.8415 -4.1668
H 4.0806 -7.6591 -2.4047
H 2.8438 -6.6335 -1.5618
H 2.5268 -7.6336 -3.0054
H 4.5213 -7.1833 -4.6554
H 3.0347 -6.6758 -5.3691
H 4.9263 -5.7968 -6.6726
H 4.0848 -4.5166 -6.0824
H 6.6794 -4.3880 -5.6316
H 6.5632 -5.8030 -4.7784
H 7.7711 -3.6325 -3.4405
H 7.3644 -5.2973 -2.9465
H 6.9920 -3.8990 -1.9468
H 4.2151 -2.6082 -4.3074
H 5.9917 -2.1834 -4.2666
H 5.0908 -2.3284 -2.7748
H 5.1346 -5.2997 -1.0829
C 1.8091 3.3889 -1.8492
O 1.7280 2.2349 -2.6082
C 2.9788 1.8118 -3.2910
C 3.1646 2.5967 -4.6948
C 3.8749 1.8154 -5.8216
N 3.8517 3.8231 -4.4388
H 2.1932 4.2068 -2.4588
H 2.3923 3.3292 -0.9303
H 0.8334 3.6935 -1.4706
H 3.8841 2.0734 -2.7431
H 3.0281 0.7498 -3.5316
H 2.1920 2.7466 -5.1635
H 3.9468 2.4279 -6.7204
H 3.3949 0.8751 -6.0930
H 4.8872 1.5359 -5.5297
H 4.4010 4.1153 -5.2344
H 3.2479 4.5841 -4.1627
C -5.2534 0.1651 1.4866
O -5.6441 0.9246 0.3057
C -4.5757 1.5630 -0.4954
C -5.2463 2.5088 -1.5226
C -6.2413 1.9476 -2.5733
N -4.2471 3.0971 -2.2990
H -6.1180 0.1004 2.1472
H -4.4076 0.5409 2.0623
H -4.9794 -0.8504 1.2007
H -3.9914 2.1475 0.2153
H -3.9136 0.7986 -0.9021
H -5.8110 3.2160 -0.9150
H -6.8118 1.3178 -1.8907
H -5.7546 1.1816 -3.1770
H -6.9428 2.5363 -3.1645
H -3.5830 2.3853 -2.5680
H -4.7167 2.9627 -3.1830
C 1.7745 -1.4705 -1.6914
O 0.8207 -1.1778 -0.7889
C 1.2196 -0.2463 0.2026
C 0.1580 0.0522 1.2685
C -1.2813 0.2558 0.7563
N 0.5076 1.1881 2.0850
H 2.3518 -0.6458 -2.1094
H 1.4969 -2.1569 -2.4913
H 2.5530 -2.0004 -1.1427
H 2.0806 -0.6631 0.7251
H 1.5840 0.6477 -0.3036
H 0.1044 -0.8270 1.9105
H -1.8295 0.7223 1.5748
H -1.6716 -0.7332 0.5157
H -1.3462 0.9981 -0.0392
H 1.4786 1.1184 2.3538
H 0.6078 1.9434 1.4220
C -3.5163 2.1369 6.3029
O -2.8778 2.9938 5.3299
C -3.8811 3.6598 4.5316
C -3.1239 4.3239 3.3939
C -4.0667 5.0336 2.3851
N -2.5421 3.2514 2.5171
H -4.2880 2.5920 6.9237
H -2.8236 1.6998 7.0222
H -3.8685 1.2792 5.7298
H -4.7048 3.0835 4.1103
H -4.4287 4.3789 5.1408
H -2.4179 5.0970 3.6971
H -3.5948 5.4935 1.5169
H -4.6562 5.7707 2.9303
H -4.8363 4.2946 2.1622
H -3.3015 2.6353 2.2643
H -1.9383 2.6803 3.0909
C -2.9689 -2.2589 3.4761
O -3.4173 -1.2954 4.4079
C -4.0328 -1.8529 5.6646
C -5.5231 -1.9592 5.4452
C -6.1835 -0.6033 5.3317
N -6.2193 -2.6328 6.5629
H -2.5952 -1.7293 2.5997
H -3.8234 -2.9047 3.2738
H -2.1254 -2.8748 3.7878
H -3.6665 -2.8675 5.8208
H -3.7420 -1.3134 6.5660
H -5.8193 -2.6128 4.6248
H -5.9920 -0.1101 4.3787
H -5.8156 0.0557 6.1182
H -7.2463 -0.7913 5.4838
H -6.1943 -2.0311 7.3737
H -7.1742 -2.7008 6.2411
N 2.2894 3.1813 4.9855
C 1.0445 3.4415 5.3603
N 0.1050 2.8121 4.6678
O 0.8077 4.0977 6.3237
H 2.4045 2.2961 4.5129
H 3.0421 3.8377 5.1360
H 0.3220 2.4150 3.7649
H -0.8698 2.9476 4.8948
N -1.3428 -0.7792 -2.5341
C -1.7005 0.3639 -3.0385
N -0.7280 1.2604 -2.8714
O -2.7790 0.5863 -3.5913
H -2.0348 -1.4416 -2.8542
H -0.4961 -0.9150 -2.0005
H -0.9770 2.0785 -3.4088
H 0.1821 1.2203 -2.4352
N 3.1451 3.4542 2.1509
C 3.7463 2.3326 2.2488
N 4.8850 2.5630 1.6275
O 3.3067 1.3744 2.6963
H 2.2077 3.6098 2.4931
H 3.5930 4.2804 1.7810
H 5.4785 1.8665 1.2002
H 4.9340 3.4892 1.2276
*
```

The structure (SMILES) is CC1(C)CCCC(C)(C)N1O.COC[C@H](C)N.COC[C@H](C)N.COC[C@H](C)N.COC[C@H](C)N.COC[C@H](C)N.NC(N)=O.NC(N)=O.NC(N)=O. Its lowest unoccupied orbital energy is 0.110 eV. As for the energy relative to the best compared isomer or geometry (same formula, charge and spin): 56.2 kcal/mol. As for the HOMO-LUMO gap: 8.37 eV.

=====

Here is a molecular structure, C31H29IrN2O2PSSbSe4 in a non-equilibrium geometry from the OMol25 dataset. Energies are from ωB97M-V with the def2-TZVPD basis set.

The geometry in ORCA input format:
```
! wB97M-V def2-TZVPD RIJCOSX def2/J DEFGRID3
* xyz 0 1
Ir -0.2174 -1.0625 0.3028
O 2.7102 -0.9596 0.8414
N 1.6325 -0.2602 1.3942
C 1.7764 -0.1245 2.6708
C 0.9355 0.6506 3.5365
C 1.4928 1.0633 4.7597
C 0.8683 1.9962 5.5568
C -0.3519 2.5312 5.1581
C -0.9794 2.0308 4.0358
C -0.3655 1.0845 3.2188
P -1.3647 0.4284 1.8248
C -1.7614 2.0014 1.0055
C -2.9659 2.1930 0.3326
C -3.2202 3.3927 -0.3062
C -2.2706 4.4029 -0.3026
C -1.0511 4.1982 0.3234
C -0.7937 3.0024 0.9657
C -2.9101 -0.0069 2.6979
C -3.0662 -1.3395 3.0665
C -4.1922 -1.7526 3.7551
C -5.1739 -0.8338 4.0858
C -5.0334 0.4921 3.7114
C -3.9088 0.9088 3.0238
H 2.4860 -1.0218 -0.1158
H 2.6804 -0.5460 3.1118
H 2.4480 0.6531 5.0567
H 1.3229 2.3161 6.4848
H -0.8273 3.3130 5.7319
H -1.9617 2.3964 3.7740
H -3.7028 1.4011 0.3119
H -4.1648 3.5431 -0.8098
H -2.4787 5.3462 -0.7870
H -0.2988 4.9731 0.3164
H 0.1600 2.8397 1.4454
H -2.2931 -2.0521 2.8005
H -4.3171 -2.7937 4.0050
H -6.0584 -1.1526 4.6166
H -5.8045 1.2107 3.9499
H -3.8232 1.9454 2.7289
Se -4.7066 -3.3784 0.6400
Sb -2.6931 -4.4373 -0.2124
Se 0.6490 -3.2287 1.5589
Se -1.5573 -2.5023 -1.4422
Se -1.0178 -4.6210 2.0306
N -0.9484 0.6286 -1.4763
H -0.7585 0.2211 -2.3851
H -0.6831 1.6065 -1.4947
H -1.9531 0.5824 -1.3464
O 1.4746 -1.1739 -1.4646
S 1.7692 -2.2201 -2.4857
C 3.5666 -2.0170 -2.7027
C 4.3366 -3.0820 -3.1296
C 5.7113 -2.9380 -3.2070
C 6.3077 -1.7350 -2.8657
C 5.5288 -0.6735 -2.4362
C 4.1551 -0.8145 -2.3544
C 1.3580 -1.4116 -4.0523
C 1.1862 -0.0399 -4.0604
C 0.8412 0.5972 -5.2402
C 0.6834 -0.1431 -6.4016
C 0.8577 -1.5185 -6.3820
C 1.1899 -2.1623 -5.2011
H 3.8672 -4.0180 -3.3866
H 6.3223 -3.7709 -3.5172
H 7.3795 -1.6248 -2.9335
H 5.9896 0.2598 -2.1502
H 3.5420 0.0027 -2.0090
H 1.3078 0.5094 -3.1398
H 0.6944 1.6675 -5.2510
H 0.4170 0.3550 -7.3230
H 0.7259 -2.0915 -7.2877
H 1.3007 -3.2358 -5.1687
*
```

Its lowest unoccupied orbital energy (alpha / beta) is -1.008 / -1.009 eV. As for the energy relative to the best compared isomer or geometry (same formula, charge and spin): 68.4 kcal/mol. As for the HOMO-LUMO gap (alpha / beta): 4.77 / 4.77 eV.

=====

Here is a molecular structure, C73H63N12O4PSn from the OMol25 dataset. Energies are from ωB97M-V with the def2-TZVPD basis set.

The geometry in ORCA input format:
```
! wB97M-V def2-TZVPD RIJCOSX def2/J DEFGRID3
* xyz 0 1
Sn 0.8290 -0.9588 0.9876
C -4.6962 0.9752 -1.9548
N -3.6309 0.0197 -1.7314
C -2.4523 0.2068 -1.0567
N -1.7190 -0.8802 -1.0972
C -2.4191 -1.8129 -1.8001
C -3.6270 -1.2684 -2.2085
C -4.6397 -1.7812 -3.1462
C -4.2211 -2.1852 -4.4158
C -5.1312 -2.6795 -5.3337
C -6.4747 -2.7760 -4.9954
C -6.9021 -2.3628 -3.7432
C -5.9907 -1.8689 -2.8211
C -1.8969 -3.1573 -2.0778
C -2.7480 -4.2500 -2.2481
C -2.2289 -5.4920 -2.5736
C -0.8606 -5.6583 -2.7319
C -0.0079 -4.5848 -2.5299
C -0.5220 -3.3421 -2.2047
P -1.9954 1.8513 -0.4365
C -0.3050 2.0145 -1.1281
N 0.7654 1.2657 -0.9709
C 1.7618 1.8126 -1.7201
C 1.2851 2.9386 -2.3591
N -0.0288 3.0602 -1.9747
C -0.9528 4.0767 -2.4451
C 1.9778 3.9184 -3.2057
C 2.6478 3.5052 -4.3546
C 3.3413 4.4227 -5.1288
C 3.3684 5.7613 -4.7679
C 2.6990 6.1822 -3.6272
C 2.0052 5.2680 -2.8511
C 3.2021 1.3605 -1.6419
C 4.6906 -0.2402 -1.8671
C 6.0085 0.2354 -1.3722
C 6.2926 1.4692 -0.9562
C 5.3445 2.5680 -0.8961
C 4.0372 2.5257 -1.1649
C -1.7759 1.6488 1.3703
N -1.1912 0.7278 2.1089
C -1.4544 1.0196 3.4179
C -2.2087 2.1829 3.4761
N -2.4121 2.5646 2.1758
C -3.1192 3.7565 1.7457
C -2.7049 2.9811 4.6099
C -1.8038 3.5532 5.5069
C -2.2602 4.2945 6.5838
C -3.6231 4.4725 6.7805
C -4.5263 3.9214 5.8841
C -4.0706 3.1856 4.8004
C -1.0309 0.1606 4.5402
C -1.7065 0.1858 5.7630
C -1.2999 -0.6226 6.8131
C -0.2116 -1.4703 6.6662
C 0.4678 -1.5007 5.4576
C 0.0547 -0.7002 4.4088
H -4.3058 1.9888 -1.9102
H -5.4836 0.8732 -1.2061
H -5.1305 0.7990 -2.9366
H -3.1693 -2.1120 -4.6621
H -4.7963 -2.9864 -6.3161
H -7.1869 -3.1754 -5.7056
H -7.9504 -2.4290 -3.4817
H -6.3266 -1.5756 -1.8337
H -3.8138 -4.1282 -2.1133
H -2.8947 -6.3383 -2.6853
H -0.4591 -6.6297 -2.9894
H 1.0636 -4.7202 -2.6073
H 0.1343 -2.5001 -2.0236
H -0.5819 4.4923 -3.3782
H -1.0551 4.8858 -1.7199
H -1.9331 3.6399 -2.6144
H 2.6129 2.4603 -4.6398
H 3.8591 4.0908 -6.0196
H 3.9110 6.4766 -5.3719
H 2.7212 7.2243 -3.3353
H 1.5057 5.5970 -1.9475
H 4.7723 -1.2759 -2.1971
H 6.7849 -0.5194 -1.3304
H 7.2986 1.6884 -0.6192
H 5.7501 3.5224 -0.5794
H 3.4903 3.4513 -1.0447
H -3.1996 4.4499 2.5788
H -4.1240 3.5175 1.3943
H -2.5762 4.2390 0.9371
H -0.7421 3.4010 5.3575
H -1.5508 4.7353 7.2721
H -3.9791 5.0398 7.6304
H -5.5899 4.0590 6.0304
H -4.7773 2.7427 4.1080
H -2.5642 0.8286 5.8972
H -1.8419 -0.5914 7.7505
H 0.0970 -2.1068 7.4855
H 1.3293 -2.1448 5.3281
H 0.6019 -0.7344 3.4824
C 1.7804 2.8086 2.2713
N 2.0948 1.5870 2.9883
C 1.9359 1.8024 4.4182
C 3.4640 1.1324 2.7262
C 3.6543 -0.3669 2.8911
C 4.7131 -0.7819 3.6951
C 5.0019 -2.1281 3.8642
C 4.2250 -3.0689 3.2106
C 3.1645 -2.6520 2.4169
C 2.8342 -1.3034 2.2257
H 2.4038 3.6621 2.5926
H 0.7286 3.0642 2.4308
H 1.9321 2.6527 1.2076
H 2.5426 2.6586 4.7601
H 2.2549 0.9099 4.9557
H 0.8915 1.9946 4.6597
H 4.1614 1.6620 3.3948
H 3.7381 1.4277 1.7113
H 5.3182 -0.0402 4.2083
H 5.8194 -2.4368 4.5044
H 4.4350 -4.1263 3.3246
H 2.5600 -3.4090 1.9259
C -4.5663 -1.2817 3.2304
C -3.6712 -2.4043 2.8330
N -2.4358 -2.3025 2.4024
C -2.0104 -3.5797 2.1572
C -3.0224 -4.4710 2.4403
N -4.0633 -3.7009 2.8770
C -3.2321 -5.9323 2.3322
O -2.2718 -6.6285 1.7814
O -4.2763 -6.4149 2.7277
C -0.6479 -3.9080 1.6485
O -0.4499 -5.0680 1.2348
O 0.2413 -3.0038 1.6508
H -4.2123 -0.3595 2.7742
H -4.5557 -1.1517 4.3141
H -5.5923 -1.4817 2.9183
H -4.9322 -4.1090 3.1850
H -1.4924 -6.0149 1.5216
N 4.6457 -3.5938 -9.1440
C 4.3585 -2.9942 -8.2059
C 3.9955 -2.2508 -7.0399
C 4.9588 -1.5580 -6.3114
C 4.6064 -0.8663 -5.1674
C 3.2831 -0.8590 -4.7253
C 2.3145 -1.5263 -5.4796
C 2.6648 -2.2204 -6.6180
N 2.9190 -0.2251 -3.5196
C 3.8840 0.6517 -2.8587
C 3.4596 -0.0116 -0.9341
N 2.4073 -0.9254 -1.3407
C 2.1985 -0.9859 -2.5908
H 5.9896 -1.5789 -6.6381
H 5.3764 -0.3582 -4.6030
H 1.2784 -1.5026 -5.1690
H 1.9143 -2.7482 -7.1902
H 4.3958 1.3014 -3.5657
H 3.6119 -0.0638 0.1361
H 1.4462 -1.6565 -2.9896
*
```

Its lowest unoccupied orbital energy is -0.050 eV. As for the energy relative to the best compared isomer or geometry (same formula, charge and spin): 13.9 kcal/mol. As for the HOMO-LUMO gap: 6.68 eV.